Arrangement A

ORCA calculation (wB97M-V/def2-TZVPD) on the molecule C7H11NO.

HOMO level (hartree): -0.308
Lowest unoccupied orbital energy (eV): 0.9
Gap between HOMO and LUMO (eV): 9.262
SMILES: C=CN/C=C1\OC1(C)C
Molar mass (g/mol): 125.17

```
20
C7H11NO wB97M-V/def2-TZVPD
C 1.901 1.702 2.069
C 2.096 2.144 0.843
C 1.195 0.310 -0.472
C -0.067 0.010 -0.533
C -1.753 -1.544 0.662
C -1.802 -1.377 -1.920
C -1.241 -0.832 -0.594
N 1.744 1.583 -0.403
O -1.306 0.594 -0.440
H 2.215 2.128 2.978
H 2.635 3.118 0.923
H 1.775 -0.661 -0.629
H -1.336 -2.594 0.615
H -1.527 -0.828 1.573
H -2.765 -1.632 0.731
H -2.924 -1.191 -1.978
H -1.549 -2.469 -2.002
H -1.173 -0.945 -2.598
H 2.561 1.603 -0.997
H 1.322 0.880 2.171
```

Arrangement B

ORCA calculation (wB97M-V/def2-TZVPD) on the molecule C7H11NO.

HOMO level (hartree): -0.325
Lowest unoccupied orbital energy (eV): 1.0
Gap between HOMO and LUMO (eV): 9.855
SMILES: N[C@@H]1[C@H]2CC[C@@]3(CO3)[C@H]12
Molar mass (g/mol): 125.17

```
20
C7H11NO wB97M-V/def2-TZVPD
C 1.159 0.941 1.053
C 0.683 1.021 -0.356
C 1.021 0.347 -1.680
C -0.206 -0.642 -1.716
C -0.463 -0.858 -0.200
C -1.380 -1.903 0.364
C 0.672 -0.275 0.408
H -0.450 2.083 1.477
H 1.094 2.632 2.203
H 2.242 0.886 1.121
H -0.345 1.338 -0.589
H 1.218 0.879 -2.693
H 2.004 -0.134 -1.490
H -1.157 -0.317 -2.117
H -0.121 -1.629 -2.266
H -1.483 -1.967 1.474
H -2.054 -2.601 -0.265
H 1.455 -0.837 0.092
N 0.443 1.747 2.099
O -1.803 -0.545 0.141
```

Arrangement C

ORCA calculation (wB97M-V/def2-TZVPD) on the molecule C7H11NO.

HOMO level (hartree): -0.287
Lowest unoccupied orbital energy (eV): 0.8
Gap between HOMO and LUMO (eV): 8.667
Molar mass (g/mol): 125.17

```
20
C7H11NO wB97M-V/def2-TZVPD
C 0.239 0.762 1.132
C -0.179 -1.816 0.007
C 0.828 0.222 -1.167
C -0.366 -0.792 -1.049
C -1.148 -0.671 0.167
C -2.647 -0.827 0.326
C 2.047 1.941 0.494
N 1.039 0.949 0.153
O 0.092 1.218 2.225
H -0.364 -2.859 0.017
H 0.816 -1.677 0.523
H 1.684 -0.547 -1.360
H 0.547 0.968 -1.878
H -0.819 -0.933 -2.096
H -3.163 -0.153 -0.321
H -2.913 -0.623 1.296
H -2.762 -1.875 -0.127
H 2.960 1.811 -0.109
H 1.768 3.085 0.252
H 2.343 1.818 1.516
```

Result of the stability comparison: arrangement A is the most stable of them.